[1]
A structure of composition C24H36BN3O11S, computed with wB97M-V/def2-TZVPD.

Last column: Mulliken charge in e.
Atoms and positions in Å:
C: 1.28319 -0.39891 3.26133  -0.895
N: 1.10611 -1.03730 1.93103  -0.178
C: 1.54814 -0.11638 0.86837  0.078
C: 0.99788 -0.64242 -0.53165  1.010
C: -0.54340 -0.39505 -0.65393  -1.795
C: -0.90770 1.13443 -0.55142  0.786
C: -1.95862 1.47583 0.55065  -0.878
C: -1.54399 2.71482 1.43955  -0.545
C: -1.78882 4.08027 0.70366  -0.723
C: -0.57020 5.06034 0.70008  -0.903
C: 0.79136 4.40724 0.30945  1.316
O: 1.85559 5.09578 0.96182  -0.472
C: 3.10491 4.57813 0.50990  -0.477
O: 1.10652 -2.11178 -0.34306  -0.404
S: 2.69241 -2.45994 -0.73106  1.115
O: 2.83461 -3.47999 -1.80083  -0.565
O: 3.59546 -2.60258 0.41883  -0.598
O: 3.16181 -0.99710 -1.43381  -0.456
C: 1.87719 -0.43801 -1.79355  0.080
B: 1.81076 0.94554 -2.61452  0.868
O: 1.50671 0.91300 -3.99009  -0.543
O: 1.99443 2.22198 -2.06143  -0.434
H: 2.28977 -0.65758 3.65006  0.238
H: 0.53655 -0.88284 3.94070  0.462
H: 1.08631 0.69779 3.21970  0.166
H: 0.09959 -1.16964 1.86079  0.313
H: 1.16787 0.91524 1.09472  -0.476
H: 2.65821 -0.02229 0.86033  0.561
H: -0.86434 -0.77214 -1.65021  0.280
H: -1.11533 -0.96042 0.11144  0.605
H: 0.04965 1.69205 -0.44511  -0.792
H: -1.30046 1.43273 -1.55278  0.591
H: -2.91454 1.77287 0.06495  0.484
H: -2.18789 0.64047 1.24310  0.143
H: -2.23952 2.68189 2.31404  0.425
H: -0.52565 2.60108 1.86648  0.225
H: -2.62336 4.59234 1.23699  0.297
H: -2.17002 3.91537 -0.33119  0.412
H: -0.44319 5.62986 1.64504  0.328
H: -0.78020 5.82992 -0.08063  0.290
H: 0.85914 3.31534 0.49721  -0.907
H: 0.92597 4.55592 -0.79449  0.043
H: 3.36536 5.12317 -0.43115  0.234
H: 3.05875 3.48457 0.29406  0.091
H: 3.90535 4.74726 1.26160  0.279
H: 1.46877 -1.19487 -2.51597  -0.138
H: 1.24200 0.01335 -4.22816  0.353
H: 1.53281 2.87322 -2.59589  0.243
C: 2.02990 -6.54933 -6.30293  -0.394
C: 1.02127 -5.91773 -7.02262  -0.450
C: 0.67918 -4.60535 -6.73328  -0.399
C: 1.35914 -3.93646 -5.72341  0.194
C: 2.36299 -4.55911 -4.99289  -0.119
C: 2.69633 -5.87316 -5.28750  -0.610
N: 1.02197 -2.54854 -5.42870  1.069
O: 0.12893 -2.02874 -6.06054  -0.640
O: 1.66382 -1.98743 -4.55996  -0.748
H: 2.29796 -7.57305 -6.53526  0.379
H: 0.50403 -6.44872 -7.81125  0.373
H: -0.10614 -4.12046 -7.29683  0.446
H: 2.88747 -4.03786 -4.20173  0.397
H: 3.47807 -6.36956 -4.72768  0.400
C: -5.48724 0.02261 6.32260  -0.430
C: -5.40081 -0.39716 5.00030  -0.591
C: -4.16053 -0.52770 4.39260  -0.213
C: -3.01488 -0.23854 5.12245  0.101
C: -3.08994 0.18838 6.44142  -0.278
C: -4.33442 0.31888 7.04069  -0.501
N: -1.70546 -0.39759 4.49391  1.040
O: -1.68260 -0.75460 3.33154  -0.527
O: -0.72234 -0.16525 5.17434  -0.630
H: -6.45704 0.11832 6.79584  0.382
H: -6.30084 -0.62549 4.44425  0.374
H: -4.10120 -0.85489 3.36344  0.420
H: -2.19726 0.41780 7.00718  0.447
H: -4.40633 0.64816 8.06908  0.374

Properties
* orbital gap: 7.61 eV
* LUMO energy: -0.927 eV

---

[2]
A structure of composition C20H58Ba2Fe2N2O22P2, computed with wB97M-V/def2-TZVPD.

Last column: Mulliken spin population.
Atoms and positions in Å:
Fe: 1.14428 1.29112 0.00134  3.809
Fe: -1.50326 0.26063 2.54999  3.777
Ba: -3.04003 0.44035 -1.19665  -0.019
Ba: -2.58287 -3.26860 1.13816  -0.001
P: -0.29990 -0.84962 0.48836  -0.053
O: -0.67322 0.63347 0.76861  0.102
O: -0.40617 -1.32643 1.90801  0.090
O: 1.07550 -0.66938 -0.21677  -0.010
O: -1.40257 -1.48645 -0.35478  -0.008
P: -4.21287 0.48540 2.04403  -0.008
O: -4.76762 0.96623 0.73083  0.004
O: -3.16900 1.54028 2.54099  0.088
O: -3.18544 -0.71775 1.95408  0.070
O: -5.50936 0.05194 2.79309  0.007
C: 1.96737 5.01505 -0.37261  0.003
C: 1.64689 4.47995 1.06952  0.014
C: 0.81087 5.57544 1.87313  0.004
O: -0.25602 5.78628 0.97748  0.000
C: -0.89364 7.03362 1.13999  0.000
N: 0.80049 3.26565 0.82740  -0.016
H: 2.42892 6.00239 -0.32112  0.000
H: 1.15858 5.11379 -1.09423  -0.001
H: 2.73025 4.39034 -0.84211  0.001
H: 2.44346 4.13497 1.72874  0.005
H: 1.59489 6.32842 1.97267  0.000
H: 0.53686 5.14775 2.83937  -0.001
H: -1.19954 7.09562 2.18945  0.000
H: -1.85127 7.02870 0.62163  0.000
H: -0.27494 7.91064 0.94875  0.000
H: 0.40359 3.06907 1.74150  0.023
H: 0.01547 3.63367 0.29435  0.006
C: 4.52511 0.70533 2.76822  0.003
C: 3.68488 1.29713 1.65913  0.001
C: 4.05353 0.72909 0.24551  0.011
O: 3.26391 1.32367 -0.76504  0.012
C: 3.56358 0.82939 -2.06033  0.003
N: 2.30482 0.79635 1.79937  0.079
H: 5.24495 1.39674 3.21302  0.001
H: 5.14229 -0.16540 2.54661  -0.001
H: 3.91377 0.51265 3.65096  -0.001
H: 3.80327 2.37530 1.76090  -0.004
H: 3.82236 -0.33544 0.30079  -0.008
H: 5.09361 0.93812 -0.00886  0.001
H: 3.10886 -0.15423 -2.18453  0.000
H: 4.64787 0.79743 -2.17969  0.001
H: 3.23709 1.56005 -2.79923  0.001
H: 2.37447 -0.21658 1.73268  0.006
H: 2.13337 0.87063 2.79783  0.005
C: -1.42444 -1.61254 5.53798  -0.002
C: -0.00350 -2.00976 5.25380  0.003
O: 0.15610 -2.81235 4.11437  -0.002
O: -2.09092 -0.85611 4.52549  0.001
H: -1.54437 -1.07790 6.48013  0.001
H: -1.97744 -2.55628 5.54961  -0.001
H: 0.28926 -2.58945 6.12971  0.001
H: 0.60641 -1.10043 5.24510  -0.003
H: 0.02416 -2.25295 3.33790  0.004
H: -2.84853 -0.37414 4.87630  -0.002
C: -3.69737 -0.77139 -4.61442  0.000
C: -2.17847 -0.95396 -4.45056  0.000
O: -1.79562 -1.15940 -3.07849  -0.002
O: -4.08078 0.32768 -3.77536  0.000
H: -4.29820 -1.64942 -4.37872  0.000
H: -3.86308 -0.55208 -5.66978  0.000
H: -1.47693 -0.21723 -4.84345  0.000
H: -1.94895 -1.85993 -5.01970  0.000
H: -0.84188 -1.20436 -2.91581  0.000
H: -4.52124 0.98188 -4.32485  0.000
C: 1.62011 -3.05569 -2.51843  -0.001
C: 1.96095 -3.15281 -3.98883  0.000
O: 2.74162 -4.27681 -4.36064  0.000
O: 0.64829 -2.02812 -2.35022  -0.005
H: 2.50411 -2.97048 -1.88380  0.000
H: 1.11119 -3.94357 -2.13601  0.001
H: 2.40854 -2.20879 -4.30123  0.000
H: 1.00673 -3.17077 -4.52483  0.000
H: 2.29262 -5.10768 -4.18497  0.000
H: 0.88753 -1.53054 -1.55398  0.008
C: 3.25167 -3.26495 0.99611  0.004
C: 3.53212 -3.14311 2.52624  0.000
O: 2.79678 -2.04107 3.03343  0.000
O: 1.84009 -3.39856 0.75276  0.002
H: 3.80228 -4.06793 0.50891  0.000
H: 3.42162 -2.31227 0.49111  -0.004
H: 4.61394 -3.10408 2.65447  0.000
H: 3.18946 -4.06641 2.99561  0.000
H: 1.93952 -2.36644 3.33910  0.000
H: 1.47346 -2.51992 0.66680  0.011
C: -1.95834 -5.90402 -3.02915  0.000
C: -1.94180 -4.34496 -2.80932  0.000
O: -1.27366 -4.15763 -1.62727  0.000
O: -2.89933 -6.14472 -4.09825  0.000
H: -2.24756 -6.45014 -2.13190  0.000
H: -0.94755 -6.10294 -3.38187  0.000
H: -3.02149 -4.21569 -2.67705  0.000
H: -1.50499 -3.97112 -3.73407  0.000
H: -1.08484 -3.20756 -1.56929  0.001
H: -3.76456 -5.96079 -3.72095  0.000
C: -3.34072 3.74774 -0.22310  0.000
C: -3.63705 3.65513 -1.72083  0.001
O: -4.47212 2.57068 -2.08824  0.000
O: -2.40259 2.90199 0.40411  -0.011
H: -4.23227 3.65336 0.40241  0.000
H: -3.08032 4.78654 0.00567  0.000
H: -2.76629 3.50898 -2.36579  0.000
H: -4.21831 4.49178 -2.10856  0.000
H: -5.38076 2.87356 -2.15532  0.000
H: -2.79975 2.67713 1.26741  0.001

Properties
* multiplicity: 9
* total charge: +2
* orbital gap (spin up / spin down): 5.73 / 5.64 eV
* LUMO energy (spin up / spin down): -5.449 / -5.528 eV

---

[3]
A structure of composition C16H24F6Na2O12P, computed with wB97M-V/def2-TZVPD.

Last column: natural (NBO) charge in e.
Atoms and positions in Å:
Na: -4.67197 0.72124 0.05130  0.996
Na: -1.50384 -3.60173 -2.50605  0.992
P: -1.61175 -1.19718 -0.52221  2.596
F: -2.12513 -1.24932 0.97386  -0.555
F: -0.32244 -0.31933 -0.26980  -0.551
F: -0.82299 -2.64738 -0.33955  -0.602
F: -1.18254 -1.18555 -2.13339  -0.618
F: -2.96552 -2.02571 -0.99680  -0.621
F: -2.48897 0.16907 -0.72634  -0.634
C: 3.25475 0.83384 0.31834  -0.644
C: 2.57898 0.09833 1.46492  0.064
C: 2.43720 -1.38275 1.19696  -0.087
O: 3.48897 -1.97634 2.05362  -0.513
C: 3.92347 -1.02104 2.89343  0.969
O: 4.69468 -1.17098 3.79349  -0.589
O: 3.28402 0.12261 2.67486  -0.465
H: 4.21741 0.44547 -0.02689  0.215
H: 3.42024 1.87615 0.59409  0.248
H: 2.62931 0.79448 -0.57719  0.207
H: 1.57934 0.52932 1.53288  0.207
H: 2.74012 -1.75437 0.21733  0.190
H: 1.51384 -1.89310 1.46001  0.190
C: -0.16535 -4.47716 5.14408  -0.633
C: 0.18946 -3.01034 5.18691  0.060
C: 1.41347 -2.63564 4.35135  -0.106
O: 1.06953 -1.34490 3.82399  -0.499
C: -0.27266 -1.18256 3.93744  0.977
O: -0.87715 -0.31438 3.38079  -0.596
O: -0.83013 -2.25530 4.49776  -0.495
H: -1.15073 -4.63150 5.59339  0.230
H: 0.48457 -5.06664 5.79380  0.232
H: -0.19345 -4.92502 4.15230  0.214
H: 0.21251 -2.67606 6.22520  0.196
H: 1.63053 -3.40367 3.60791  0.192
H: 2.30448 -2.47235 4.95845  0.226
C: 0.02827 3.06497 -1.76036  -0.639
C: -0.06276 3.86279 -0.44779  0.071
C: -1.08196 3.25804 0.57450  -0.092
O: -0.28315 2.78709 1.62605  -0.480
C: 0.99711 3.12050 1.44259  0.969
O: 1.86343 3.04681 2.25109  -0.561
O: 1.18862 3.62643 0.21280  -0.491
H: 0.43514 2.06590 -1.65003  0.224
H: 0.44353 3.72444 -2.52009  0.252
H: -0.99344 2.92052 -2.14489  0.202
H: -0.24241 4.91778 -0.63994  0.197
H: -1.71231 2.55726 0.02450  0.168
H: -1.72556 4.05968 0.94710  0.182
C: -3.43971 1.09504 -5.73176  -0.643
C: -2.24899 0.62544 -4.88401  0.056
C: -1.17007 -0.11906 -5.67422  -0.086
O: 0.00486 0.68013 -5.41958  -0.483
C: -0.33198 1.83695 -4.83651  0.972
O: 0.34788 2.79907 -4.78267  -0.552
O: -1.60454 1.76249 -4.33850  -0.503
H: -3.67533 0.40221 -6.54691  0.218
H: -3.18438 2.06074 -6.16896  0.240
H: -4.41321 1.21224 -5.25288  0.220
H: -2.59733 0.11966 -3.97499  0.184
H: -1.36828 -0.11027 -6.74373  0.202
H: -1.05573 -1.14707 -5.34110  0.180

Properties
* total charge: +1
* orbital gap: 7.43 eV
* energy relative to the best compared isomer or geometry (same formula, charge and spin): 0.0 kJ/mol
* LUMO energy: -4.519 eV

---

[4]
A structure of composition C32H47ClF14N2O12P4, computed with wB97M-V/def2-TZVPD.

Last column: Mulliken charge in e.
Atoms and positions in Å:
C: 6.19390 6.22301 -1.24793  -0.865
C: 4.85449 6.51643 -0.66810  0.736
O: 4.68356 7.24987 0.23625  -0.511
O: 3.75264 5.93349 -1.29118  -0.284
C: 3.57869 4.61561 -0.94604  0.121
O: 4.33054 4.08130 -0.20000  -0.501
C: 2.39878 4.06325 -1.68251  -1.653
C: 1.86529 2.69341 -1.18374  1.750
C: 1.42741 3.00746 0.26417  -1.529
C: 0.51028 2.04193 1.02468  -0.184
C: -0.41781 2.72664 1.96422  -0.433
O: -0.27866 3.85535 2.34267  -0.627
N: -1.44125 1.89215 2.55548  -0.101
C: -2.74978 1.97734 1.94891  0.037
C: -3.39361 3.18587 1.68106  -0.191
C: -4.66178 3.21317 1.07443  -0.610
C: -5.30494 2.01414 0.72999  -0.686
C: -4.66900 0.80583 1.01498  -0.403
C: -3.39823 0.78081 1.61726  -0.630
O: 2.94603 1.78811 -1.20870  -0.277
P: 2.64944 0.17333 -1.85359  1.727
C: 4.53718 -0.14402 -1.95577  -1.914
C: 5.05248 -0.60434 -3.32114  0.211
C: 5.52312 0.53694 -4.24697  -1.578
C: 4.99439 0.44761 -5.65854  0.900
F: 5.20345 1.63136 -6.29693  -0.396
F: 3.67818 0.18821 -5.70890  -0.212
C: 5.72088 -0.66178 -6.51743  0.725
F: 6.55352 -1.39773 -5.78213  -0.276
F: 4.83009 -1.49874 -7.05326  -0.264
F: 6.40888 -0.12610 -7.52116  -0.282
P: 2.42914 -0.57172 0.32210  -0.122
O: 3.39332 0.51717 1.13096  -0.531
O: 3.39055 -1.90961 0.43997  -0.481
C: 2.04698 -1.56714 -2.63217  0.093
F: 1.90697 -1.42319 -3.98213  -0.321
F: 0.75730 -1.78363 -2.18534  -0.392
C: 2.72640 -2.94546 -2.36829  0.988
F: 2.10426 -3.56467 -1.33645  -0.351
F: 4.03051 -2.88910 -2.06225  -0.289
C: 2.62889 -3.97569 -3.55026  0.516
F: 3.21661 -3.51122 -4.65711  -0.242
F: 3.35335 -5.05686 -3.15209  -0.349
C: 1.23128 -4.56116 -3.87593  0.531
F: 0.30718 -3.64934 -4.08228  -0.186
F: 1.36505 -5.26932 -5.01020  -0.288
F: 0.83104 -5.40066 -2.93444  -0.256
O: 0.95896 0.68000 -1.96760  -0.193
C: 0.86465 2.04631 -2.19717  0.615
P: 1.05485 2.49720 -4.04548  -0.166
O: 0.50411 4.07383 -3.92727  -0.501
O: 2.66765 2.67359 -4.28934  -0.444
P: -1.02262 2.40840 -2.17043  -0.165
O: -1.18708 3.55645 -0.98889  -0.408
Cl: -1.77141 0.69813 -1.30594  -0.174
H: 6.51299 7.02856 -1.90049  0.299
H: 6.88152 6.15864 -0.41230  0.302
H: 6.21666 5.26366 -1.75088  0.275
H: 2.67471 4.06092 -2.73060  0.969
H: 1.61082 4.80960 -1.59306  0.258
H: 0.93585 3.97386 0.29356  0.802
H: 2.32453 3.12407 0.86094  0.763
H: 1.13133 1.45539 1.70279  0.394
H: 0.01464 1.29885 0.40995  -0.159
H: -1.51528 2.26245 3.49861  0.392
H: -2.90910 4.12080 1.92265  0.466
H: -5.11581 4.16831 0.86064  0.400
H: -6.27293 2.05484 0.25523  0.421
H: -5.15083 -0.13080 0.76758  0.410
H: -2.91628 -0.16195 1.81508  0.788
H: 2.77000 0.58746 -3.22356  -0.439
H: 4.96612 0.83110 -1.73731  0.894
H: 4.89670 -0.81279 -1.17958  0.162
H: 5.92644 -1.22529 -3.13951  0.746
H: 4.36430 -1.23692 -3.87650  -0.357
H: 6.60365 0.47119 -4.35727  0.530
H: 5.32900 1.52467 -3.83967  0.413
H: 3.15873 0.46305 2.06196  0.338
H: 4.32757 -1.68040 0.47192  0.304
H: 1.21895 4.71727 -4.01529  0.321
H: 3.16911 2.46423 -3.48791  0.297
H: -0.96560 4.38579 -1.43478  0.335
C: -3.07608 -2.34680 3.49722  -1.370
C: -3.77351 -3.56799 4.04809  -0.373
N: -4.56727 -3.31612 5.31090  -0.049
C: -3.62294 -2.81963 6.36660  -1.070
C: -5.09894 -4.62667 5.84620  -0.325
C: -6.11099 -5.37707 4.99561  -1.206
C: -5.62989 -2.24361 5.17444  -0.747
C: -6.65630 -2.34965 4.06268  -0.560
O: -6.03492 -2.30585 2.80227  -0.031
C: -6.79252 -2.90110 1.75394  -0.924
H: -2.28729 -1.98194 4.15400  0.371
H: -2.59966 -2.61400 2.55485  0.553
H: -3.76395 -1.53096 3.29305  0.199
H: -3.04221 -4.33624 4.30608  0.533
H: -4.44750 -3.99092 3.31327  0.251
H: -2.80359 -3.52705 6.45872  0.384
H: -4.16617 -2.74371 7.30481  0.427
H: -3.25020 -1.84194 6.08391  0.473
H: -5.52421 -4.40729 6.82443  0.372
H: -4.21593 -5.24664 5.99266  0.490
H: -7.12259 -5.01140 5.15147  0.344
H: -6.11375 -6.41867 5.31494  0.433
H: -5.88264 -5.36566 3.93246  0.253
H: -5.08671 -1.30871 5.05454  0.508
H: -6.14503 -2.22162 6.13500  0.398
H: -7.30775 -1.47279 4.17113  0.363
H: -7.29296 -3.22843 4.16451  0.364
H: -7.86388 -2.86738 1.95895  0.402
H: -6.48301 -3.94128 1.60896  0.294
H: -6.59146 -2.34757 0.84004  0.233

Properties
* orbital gap: 4.96 eV
* LUMO energy: -1.073 eV

---

Across the entries above, max |F| takes the values 3.61, 6.29, 2.51, 1.45 eV/Å, respectively.